{"formula": "C36H24NO6", "method": "the ωB97M-V functional and the def2-TZVPD basis", "lumo_ev": -5.536, "mol_weight_g_mol": 566.589, "charge": 1, "gap_ev": 5.169, "homo_ha": -0.393, "species": ["C", "C", "C", "H", "H", "C", "C", "H", "H", "C", "C", "H", "H", "O", "H", "C", "C", "C", "C", "C", "O", "C", "C", "C", "O", "H", "H", "C", "C", "H", "C", "O", "O", "C", "C", "C", "H", "H", "H", "C", "C", "H", "C", "H", "C", "C", "C", "C", "H", "H", "C", "C", "C", "H", "C", "C", "H", "H", "N", "O", "H", "C", "C", "H", "H", "H", "C"], "positions_angstrom": [[9.273, 0.020, 4.800], [-8.251, -1.734, -3.622], [9.197, -0.558, 6.266], [1.102, 5.685, -2.356], [-1.267, -1.130, -2.654], [6.604, 0.093, 6.180], [5.210, 2.305, 3.531], [-6.946, 2.152, -2.874], [10.271, -0.003, 4.244], [-0.041, 1.204, -2.094], [10.519, -1.159, 6.942], [-1.151, -3.234, -1.366], [-6.798, -4.789, -3.982], [2.132, 1.041, 1.400], [4.150, 2.759, 3.597], [-7.913, -0.313, -3.385], [7.961, 0.576, 4.157], [1.960, 3.520, 0.115], [-7.247, -2.702, -3.671], [-9.910, -3.436, -4.042], [-0.652, 1.241, -3.148], [-9.584, -2.105, -3.802], [0.163, -2.428, 0.136], [-7.576, -4.034, -3.929], [-8.784, 0.540, -3.396], [0.222, -3.356, 0.695], [5.978, 2.858, 2.897], [5.409, 1.091, 4.232], [1.171, 4.755, -1.801], [-9.159, -5.435, -4.311], [-8.905, -4.398, -4.115], [-4.955, -3.174, -3.479], [11.003, -0.751, 8.018], [-4.858, 1.738, -2.590], [-5.505, -0.919, -3.129], [1.472, 1.094, 0.374], [-3.407, -1.319, -2.834], [2.332, 5.612, -0.205], [5.596, 0.124, 6.714], [-0.605, -2.360, -1.024], [-4.186, -0.564, -2.846], [2.505, 3.494, 1.053], [0.772, -0.108, -0.132], [1.443, -1.362, 1.490], [-5.834, -2.330, -3.433], [-0.671, -1.175, -1.748], [-6.175, 1.388, -2.866], [-3.865, 0.762, -2.572], [-4.606, 2.774, -2.383], [-10.948, -3.723, -4.174], [1.864, 4.713, -0.593], [7.805, -0.491, 6.954], [0.022, -0.048, -1.307], [8.063, 0.976, 3.090], [-6.503, 0.056, -3.127], [0.560, 3.607, -2.293], [7.707, -0.896, 8.023], [-2.839, 1.035, -2.348], [6.681, 0.610, 4.812], [11.248, -2.224, 6.284], [-10.371, -1.359, -3.751], [1.353, 2.363, -0.379], [0.851, -1.304, 0.583], [11.774, -1.757, 5.578], [4.479, 0.433, 4.409], [0.017, 3.647, -3.232], [0.642, 2.411, -1.578]], "forces_ev_per_angstrom": [[-3.7, -0.3, 2.6], [-0.2, -0.3, 0.0], [-2.7, 1.4, -2.5], [0.0, -0.1, 0.1], [0.2, 0.1, 0.1], [2.8, -0.8, 0.2], [0.1, -2.1, 1.2], [0.0, -0.2, 0.0], [-1.9, 0.2, 0.6], [-0.5, 0.0, -0.9], [2.6, 0.4, 3.1], [0.1, 0.1, 0.0], [0.0, 0.2, 0.1], [0.0, 0.0, -0.1], [1.7, -1.3, -0.8], [-0.8, 0.7, 0.0], [2.0, -1.0, 1.7], [0.0, 0.3, -0.1], [-0.3, -0.2, -0.1], [0.2, 0.2, 0.0], [0.2, 0.0, 0.4], [-0.1, -0.2, 0.0], [0.1, 0.2, 0.0], [-0.2, -0.1, 0.0], [0.3, -0.2, 0.0], [0.0, 0.1, -0.1], [-0.8, -0.6, 1.6], [-1.6, 2.6, -1.4], [0.0, -0.2, 0.0], [0.0, 0.1, 0.0], [0.2, 0.1, 0.0], [-0.2, 0.2, 0.0], [-3.0, -1.1, -4.2], [-0.2, -0.2, 0.0], [0.2, 0.3, 0.1], [0.4, -0.1, 0.7], [-0.3, 0.0, -0.1], [-0.1, -0.1, 0.0], [1.5, 0.1, -1.2], [0.0, 0.2, 0.0], [0.1, 0.3, 0.1], [-0.1, -0.2, -0.1], [-0.1, -0.3, 0.0], [-0.1, 0.2, -0.1], [0.6, -0.7, -0.1], [0.0, -0.2, 0.1], [0.2, 0.1, 0.1], [-0.2, -0.2, 0.0], [0.0, -0.1, 0.0], [0.1, 0.0, 0.0], [0.0, -0.2, 0.1], [0.8, 1.1, -3.4], [-0.1, -0.3, 0.1], [-0.6, -0.6, 1.8], [0.3, 0.2, 0.1], [0.1, 0.2, 0.0], [-0.1, 0.8, -1.9], [-0.1, -0.1, -0.1], [2.9, -1.9, 1.7], [-1.5, 2.9, -0.5], [0.2, 0.0, 0.0], [0.1, 0.3, 0.0], [-0.1, -0.2, -0.1], [-0.5, -0.9, 0.7], [1.9, 1.2, 0.4], [0.0, -0.2, 0.2], [0.1, 0.4, 0.0]], "lowdin_charge": [0.081, -0.085, 0.001, 0.112, 0.110, 0.058, 0.084, 0.122, 0.125, -0.280, -0.349, 0.116, 0.121, 0.068, 0.101, -0.279, 0.053, -0.005, -0.086, -0.054, 0.096, 0.005, -0.050, 0.002, 0.105, 0.110, 0.089, -0.125, -0.048, 0.108, -0.056, 0.097, 0.129, -0.049, -0.080, -0.279, 0.099, 0.108, 0.148, -0.038, 0.009, 0.107, -0.086, 0.116, -0.279, 0.007, 0.006, -0.045, 0.108, 0.109, -0.056, 0.077, -0.079, 0.149, -0.083, 0.012, 0.139, 0.081, -0.077, 0.038, 0.122, -0.086, -0.001, 0.129, 0.148, 0.126, -0.079]}